[1]
Formula: C13H12N4O4
Source: the Open Molecules 2025 dataset
Level of theory: ωB97M-V with the def2-TZVPD basis set

XYZ file:
```
33
Properties=species:S:1:pos:R:3:forces:R:3:lowdin_charge:R:1
C -2.8161 -1.6288 -2.3205 1.640 1.168 1.512 0.131
C -1.7995 -0.9330 -1.6920 -4.094 -3.043 -2.287 -0.296
O -1.8224 -0.6163 -0.3635 1.084 0.232 0.211 0.040
C -0.7002 0.2334 -0.1054 0.308 0.435 -0.427 -0.167
N -0.0671 -0.0773 1.1820 -1.181 -0.066 -1.378 0.059
C -0.7162 -0.7736 2.1893 0.658 0.105 0.398 0.026
C 0.1554 -0.8667 3.2325 0.232 -0.335 0.206 -0.141
C -0.1566 -1.6468 4.3867 -0.159 -0.725 1.766 -0.161
N -0.4438 -2.2761 5.3239 0.402 0.984 -1.602 0.155
C 1.3757 -0.1910 2.8525 -0.574 -0.340 1.488 -0.052
C 2.6545 0.0099 3.4888 0.426 -2.644 2.240 -0.430
O 2.8676 -0.5536 4.5665 -0.083 1.113 -0.753 0.059
N 3.6940 0.6023 2.7910 0.195 1.146 -1.809 0.142
C 3.4626 1.0655 1.5900 -0.941 -0.787 1.967 -0.108
N 2.2015 0.9737 1.0105 0.465 1.135 -2.245 0.137
C 1.1826 0.2831 1.6255 0.187 0.485 -0.966 -0.196
C 0.2395 -0.0071 -1.3254 1.622 0.819 0.076 -0.230
O 1.0144 1.1604 -1.6323 -0.023 -0.135 -1.068 -0.038
C -0.6245 -0.4983 -2.4721 -0.142 1.422 -0.341 -0.218
O -0.9342 0.5033 -3.4990 0.860 -1.373 0.871 -0.138
C -1.8147 1.5539 -3.1099 0.122 -0.172 -0.278 -0.064
H -2.7615 -1.8619 -3.3661 0.544 0.155 -0.344 0.067
H -3.7222 -2.0158 -1.8881 -0.032 0.257 0.662 0.063
H -1.0939 1.2631 -0.0700 0.408 -0.156 -0.101 0.171
H -1.7150 -1.1907 2.1560 0.243 0.268 -0.495 0.148
H 4.3111 1.5499 1.0765 -0.952 -0.215 -0.168 0.137
H 2.0150 1.4365 0.1022 0.330 -0.581 0.715 0.135
H 0.9382 -0.8422 -1.1111 -0.376 0.350 0.387 0.175
H 1.2165 1.1939 -2.6134 -0.590 -0.186 1.592 0.145
H -0.0958 -1.3260 -2.9570 -0.457 0.349 -0.297 0.172
H -1.4040 2.4563 -3.5745 -0.379 -0.079 0.066 0.100
H -1.7932 1.6745 -2.0365 -0.178 0.267 0.301 0.074
H -2.8478 1.3457 -3.4370 0.435 0.148 0.100 0.101
```
Positions in Å, forces in eV/Å.

Values from the calculation:
HOMO: -8.74 eV
Largest force on an atom: 0.109 Eh/bohr
ΔE to the lowest compared entry with this formula, charge and spin: 1.372 eV
Charge: 0
Structure (SMILES): C=C1O[C@@H](n2cc(C#N)c3c(=O)nc[nH]c32)[C@H](O)[C@@H]1OC
Kohn-Sham gap: 8.58 eV
M: 288.26 g mol⁻¹

[2]
Formula: C13H12O2
Source: the Open Molecules 2025 dataset
Level of theory: ωB97M-V with the def2-TZVPD basis set

XYZ file:
```
27
Properties=species:S:1:pos:R:3:forces:R:3:lowdin_charge:R:1
C -5.1244 0.5776 -0.5525 1.740 -0.478 -2.882 -0.081
O -4.0952 0.8048 0.4003 -0.119 0.702 0.199 -0.082
C -2.8944 0.1924 0.2421 0.388 -0.599 2.813 -0.276
C -1.9496 0.2306 1.3321 -1.856 1.782 -2.304 -0.004
C -0.6476 -0.0632 1.2459 2.362 -1.696 -1.154 0.003
C -0.2064 -0.7841 0.0941 -1.355 0.076 0.398 -0.270
O 1.0597 -1.2641 -0.1241 -1.526 -0.206 -0.182 0.007
C 2.1100 -0.4086 -0.1789 -1.362 1.122 -0.606 -0.295
C 3.2225 -1.0482 0.2729 1.349 0.872 0.562 -0.029
C 4.3773 -0.2606 0.2948 2.114 -3.084 1.265 -0.079
C 4.3860 1.0276 -0.2167 1.923 -0.751 1.767 -0.141
C 3.2199 1.6257 -0.4777 -2.430 4.072 -1.594 -0.142
C 2.0135 0.9548 -0.6111 -1.385 -2.340 -0.250 0.008
C -1.2204 -1.1503 -0.7589 2.560 -1.834 -2.352 -0.033
C -2.5022 -0.6852 -0.6785 -1.694 -1.725 -4.233 -0.077
H -5.2932 -0.5010 -0.5865 -0.685 0.068 0.196 0.082
H -4.7403 0.7899 -1.6635 -0.668 -0.049 2.232 0.127
H -6.0136 1.1961 -0.3875 0.499 -0.293 0.446 0.089
H -2.2403 0.8983 2.0376 -0.876 1.537 2.734 0.086
H 0.0665 0.1588 2.0307 -0.186 0.130 0.056 0.129
H 3.0610 -2.0743 0.6621 0.650 0.902 -0.257 0.138
H 5.2844 -0.8044 0.8395 -1.572 1.649 -1.630 0.145
H 5.2638 1.6573 -0.2207 0.233 -0.252 0.242 0.102
H 3.2452 2.7803 -0.5553 -0.144 -2.009 -0.465 0.138
H 1.0078 1.2370 -1.1501 2.249 0.073 1.599 0.162
H -0.9930 -1.8271 -1.6866 -0.150 1.316 2.006 0.159
H -3.0686 -1.0870 -1.5752 -0.060 1.016 1.394 0.135
```
Positions in Å, forces in eV/Å.

Values from the calculation:
HOMO: -8.14 eV
Largest force on an atom: 0.097 Eh/bohr
ΔE to the lowest compared entry with this formula, charge and spin: 2.826 eV
Charge: 0
Structure (SMILES): COc1ccc(Oc2ccccc2)cc1
Kohn-Sham gap: 8.98 eV
M: 200.24 g mol⁻¹

[3]
Formula: C13H12O5PSr
Source: the Open Molecules 2025 dataset
Level of theory: ωB97M-V with the def2-TZVPD basis set

XYZ file:
```
32
Properties=species:S:1:pos:R:3:forces:R:3:lowdin_charge:R:1
O -1.7739 -3.3490 -2.3611 2.003 2.351 -0.047 0.111
C -1.0432 -2.4534 -2.3510 -2.916 -4.470 -0.626 -0.142
Sr -0.1135 -0.3299 -1.8765 0.300 0.837 -1.324 0.790
O 2.4469 -2.1464 -0.3089 -1.683 1.131 -1.863 0.124
C 1.7231 -1.6508 -1.0508 3.192 -2.321 2.553 -0.114
C 1.5170 1.2175 -2.4411 4.394 5.250 -0.545 -0.115
O 2.1582 2.1742 -2.4420 -1.886 -2.899 -0.125 0.150
C -1.3250 0.4616 -3.8342 0.442 -1.400 0.295 -0.318
O -0.9398 1.5431 -4.1852 -1.016 -0.541 -0.086 0.001
C 1.1413 -1.2711 -4.1878 1.418 -1.342 -3.143 -0.014
O 1.5842 -1.6438 -5.1833 -1.378 1.163 2.963 0.119
H -2.1838 -0.2584 -3.8695 -0.973 1.718 -1.598 0.056
C -1.5269 -1.6922 1.0467 -2.584 -0.966 0.041 -0.233
P -1.2661 0.0075 0.4003 1.364 0.932 1.259 0.812
C -1.5330 1.7129 -0.4654 -2.198 -0.167 0.731 -0.215
C -0.1136 0.4246 1.6581 0.826 0.582 0.978 -0.463
C -0.5448 0.4007 2.9978 1.307 0.425 0.319 -0.085
C 0.3863 0.6397 4.0235 -0.008 -0.024 -0.410 -0.053
C 1.7337 0.8875 3.7182 -0.311 -0.080 -0.477 -0.057
C 2.1547 0.8912 2.3794 -0.549 -0.017 -0.086 -0.055
C 1.2323 0.6555 1.3397 0.346 0.324 1.277 -0.105
H -2.1129 -2.3120 0.3468 0.111 0.143 0.507 0.037
H -2.0301 -1.6222 2.0157 0.006 -0.460 -0.238 0.041
H -0.5369 -2.1525 1.1839 -0.164 0.655 -0.276 0.073
H -2.0491 2.3665 0.2598 0.276 -0.117 -0.577 0.060
H -0.5569 2.1723 -0.7137 -0.099 -0.708 0.346 0.052
H -2.1512 1.6454 -1.3772 0.160 0.058 0.353 0.037
H -1.5807 0.2032 3.2568 0.093 0.076 -0.111 0.108
H 0.0585 0.6409 5.0621 0.075 -0.017 -0.239 0.113
H 2.4528 1.0819 4.5168 -0.256 -0.086 -0.276 0.115
H 3.1927 1.0917 2.1358 -0.075 -0.061 0.065 0.110
H 1.5996 0.6638 0.3064 -0.219 0.029 0.359 0.061
```
Positions in Å, forces in eV/Å.

Values from the calculation:
HOMO (spin up / spin down): -10.85 / -9.07 eV
Largest force on an atom: 0.134 Eh/bohr
ΔE to the lowest compared entry with this formula, charge and spin: 5.991 eV
Charge: +1
Kohn-Sham gap (spin up / spin down): 6.61 / 4.59 eV
M: 366.83 g mol⁻¹